Below is 9 unconnected molecules or ions with the total composition C47H94ClF9N9O16PS3 in a non-equilibrium geometry, with properties calculated with wB97M-V/def2-TZVPD.

The geometry in XYZ format:
```
180
Properties=species:S:1:pos:R:3:forces:R:3
C -4.187708 4.495914 -1.106283 0.23 -2.81 0.08
C -4.050883 3.287546 -0.989854 -0.26 2.89 -0.02
C -3.906644 1.850635 -0.812543 0.26 0.62 0.16
C -2.612364 1.345157 -0.153398 0.63 -0.12 0.90
O -2.743815 -0.081933 0.036008 0.24 0.54 -0.48
C -2.716900 -0.929258 -1.057982 0.30 -1.77 -0.14
C -2.230164 -2.333378 -0.571681 -0.38 1.53 0.79
C -0.979997 -2.293287 0.305001 0.28 -0.82 -0.67
C 0.281034 -2.631924 -0.490077 -0.13 -0.51 0.60
C 1.479946 -2.889856 0.440877 0.11 0.11 -1.02
C 1.743953 -4.380048 0.721610 0.11 0.49 0.12
C 3.231766 -4.719158 0.626322 -0.91 -0.73 0.03
O 3.548499 -5.604366 1.729843 0.88 0.62 -0.18
C 4.787375 -5.269368 2.235439 -0.30 0.03 0.41
C 5.978646 -5.425073 1.331450 -0.21 0.08 0.01
O 4.864805 -4.892100 3.374145 0.23 -0.38 -0.17
S -4.406854 -1.323529 -1.765537 -1.42 -0.40 -0.43
C -4.464535 -0.654555 -3.442117 0.63 0.64 0.50
O -4.545621 -2.741652 -1.932207 0.90 -0.82 -0.46
O -5.448661 -0.769733 -0.956037 0.10 1.13 0.39
C -1.375453 1.755478 -1.018081 -0.70 0.05 -0.35
Cl 0.091600 0.736148 -0.654952 0.02 -0.11 -0.06
N -1.106812 3.140898 -1.049602 0.07 -0.70 0.21
C -0.098847 3.683859 -0.160547 0.16 0.99 -0.18
C 1.316021 3.888647 -0.722099 0.05 0.12 0.96
O 1.466278 5.093674 -1.461738 0.01 -0.34 -0.53
C -1.201716 3.762110 -2.349097 0.69 0.46 -0.72
C -0.330689 3.162331 -3.478538 -0.06 -0.29 -0.29
C -1.126667 2.248805 -4.450479 -0.37 0.55 0.64
C -1.245021 2.796323 -5.887823 -0.15 -0.62 0.89
C -0.551091 1.957678 -6.953436 -0.63 1.79 0.18
F 0.301184 1.069776 -6.466189 0.37 -1.03 0.30
F 0.213609 2.819661 -7.673223 0.29 0.34 -0.63
C -1.506354 1.344307 -8.010844 1.02 -0.97 0.08
F -0.802396 1.135564 -9.111627 0.74 -0.60 -0.68
F -2.454268 2.169544 -8.352525 -1.14 1.10 0.15
S -2.271267 -0.321229 -7.555850 -1.47 0.08 -0.59
F -0.887466 -1.028907 -7.686940 0.69 -0.03 0.16
F -2.086529 -0.067260 -6.006205 0.48 0.00 0.39
F -3.719777 0.324159 -7.431019 -0.19 0.15 0.23
F -2.588165 -0.585140 -9.082073 0.21 -0.09 -0.37
F -2.903691 -1.718745 -7.220897 -0.16 -0.31 0.23
P -2.442377 1.897100 1.634615 -1.15 0.39 0.54
O -3.631950 1.052850 2.360047 0.79 -0.01 -0.26
O -1.087666 1.260537 2.230087 -0.55 -0.03 -0.29
S -2.676695 3.742240 2.018945 -0.09 -0.04 -0.13
H -4.228436 5.539690 -1.290621 -0.08 0.19 -0.04
H -4.755973 1.494979 -0.236613 -0.15 -0.32 -0.09
H -3.909087 1.426736 -1.817055 -0.23 -0.34 -0.02
H -2.094920 -0.660209 -1.913709 0.04 0.64 0.14
H -3.044649 -2.696006 0.047722 -0.18 -0.42 -0.18
H -2.100783 -2.945925 -1.452961 -0.05 -0.36 0.04
H -1.078428 -3.107385 1.024227 -0.07 0.01 0.22
H -0.873154 -1.385093 0.885279 -0.01 0.22 -0.08
H 0.066771 -3.581111 -0.983227 -0.04 -0.03 -0.27
H 0.497202 -1.926852 -1.287868 0.02 0.30 0.11
H 1.357972 -2.345649 1.372282 0.06 0.11 0.14
H 2.357823 -2.477687 -0.061590 0.12 0.07 0.10
H 1.211401 -5.030133 0.030616 -0.20 0.07 -0.08
H 1.377849 -4.610787 1.717779 0.13 -0.22 0.14
H 3.405623 -5.244690 -0.313451 0.26 0.01 -0.06
H 3.843196 -3.819582 0.641009 0.10 0.05 0.23
H 6.378717 -6.421394 1.511814 0.15 -0.08 0.04
H 6.721205 -4.675050 1.585385 0.12 -0.11 0.04
H 5.740573 -5.358630 0.274224 -0.16 -0.03 -0.05
H -4.974559 -1.347524 -4.095300 -0.16 -0.24 0.12
H -3.440586 -0.511021 -3.781562 0.08 -0.11 -0.15
H -4.948484 0.317220 -3.430183 -0.18 0.02 0.04
H -1.662214 1.457809 -2.025209 0.12 -0.10 -0.14
H -0.003261 3.141618 0.771414 -0.24 -0.47 -0.03
H -0.444154 4.677172 0.135063 -0.07 0.10 0.11
H 1.976502 3.967688 0.148467 0.04 -0.21 0.11
H 1.665491 3.028569 -1.279996 0.02 0.12 -0.45
H 1.472876 5.805537 -0.819526 -0.10 0.19 0.03
H -2.222736 3.816359 -2.720944 -0.25 -0.19 0.31
H -0.903425 4.797473 -2.229726 0.02 0.14 0.23
H 0.111116 3.984940 -4.036932 0.03 0.11 -0.05
H 0.512524 2.603309 -3.085340 0.11 -0.03 0.22
H -0.764938 1.227337 -4.387348 0.15 -0.06 -0.29
H -2.140271 2.229434 -4.047495 -0.17 -0.21 -0.09
H -0.814710 3.788869 -5.907748 0.26 0.11 -0.22
H -2.294013 2.942907 -6.117462 -0.14 -0.16 -0.28
H -3.250826 0.248619 2.730893 -0.41 -0.29 0.03
H -1.089744 0.293500 2.165305 0.53 -0.10 -0.07
C -6.783432 3.966414 4.308919 -0.21 0.06 -0.14
N -7.373672 3.732523 3.007954 0.00 -0.02 0.05
C -8.668020 4.320882 2.703111 0.32 -0.25 -0.06
C -6.757111 2.985857 2.072558 0.26 -0.16 -0.09
O -7.199995 2.753146 0.962549 -0.11 0.04 0.01
H -7.445123 3.583609 5.089726 0.07 0.05 0.09
H -6.636714 5.037908 4.461038 0.04 -0.02 0.12
H -5.820439 3.463748 4.381720 0.01 -0.01 -0.07
H -9.377697 3.525847 2.459652 -0.05 0.07 -0.07
H -8.573277 4.976406 1.835665 -0.12 0.01 0.00
H -9.034899 4.890840 3.551464 0.22 -0.13 -0.10
H -5.784210 2.589189 2.406805 0.00 0.03 0.03
C 1.056263 4.631393 4.654286 0.05 0.26 -0.03
N 0.692330 5.747995 3.805178 0.09 0.00 0.11
C 1.245273 7.062326 4.082830 -0.17 -0.06 -0.17
C -0.148404 5.599876 2.762821 0.10 -0.15 -0.08
O -0.489663 6.499417 2.014210 0.14 0.11 0.03
H 0.755623 4.836541 5.684155 0.04 -0.11 0.04
H 2.137755 4.479066 4.621789 -0.01 -0.10 0.08
H 0.560423 3.723388 4.315637 -0.04 0.03 -0.05
H 0.437403 7.769462 4.274593 0.07 0.07 0.00
H 1.810256 7.415187 3.218831 0.01 0.09 0.05
H 1.899532 7.013513 4.949874 -0.01 -0.06 0.01
H -0.510562 4.567667 2.639820 0.13 0.13 0.06
C -3.578779 10.605456 -2.325125 -0.26 -0.11 -0.04
N -4.124706 9.283970 -2.564098 0.04 0.19 0.01
C -5.561249 9.128441 -2.725895 0.13 -0.20 -0.01
C -3.345667 8.192165 -2.640709 0.17 -0.09 0.01
O -3.753639 7.062164 -2.838362 -0.07 0.07 -0.03
H -3.999663 11.017743 -1.406063 0.07 0.10 -0.01
H -3.828483 11.264305 -3.159365 0.06 0.09 0.05
H -2.496762 10.555359 -2.226028 0.00 -0.05 0.00
H -5.947278 8.453351 -1.961615 -0.08 0.01 -0.04
H -5.777055 8.697379 -3.703923 -0.09 -0.01 0.03
H -6.049567 10.095501 -2.637874 0.06 0.04 0.01
H -2.273777 8.412205 -2.504436 -0.01 0.02 0.01
C 10.577086 -4.315498 4.783285 -0.05 -0.20 -0.19
N 9.894896 -4.488911 3.517114 0.08 0.00 0.18
C 9.996134 -5.764025 2.819509 -0.10 0.23 -0.08
C 9.166508 -3.512477 2.957746 -0.04 0.12 -0.01
O 8.580394 -3.607964 1.892469 0.08 0.04 -0.02
H 11.650509 -4.461664 4.646662 0.02 0.02 0.11
H 10.206427 -5.046405 5.504672 0.07 0.05 0.08
H 10.403794 -3.314679 5.173698 -0.03 0.01 -0.04
H 10.431142 -5.609210 1.834503 -0.04 -0.16 -0.04
H 9.001561 -6.188558 2.689498 0.06 -0.09 -0.09
H 10.615267 -6.453719 3.387282 0.01 0.06 0.07
H 9.142221 -2.587644 3.558499 0.01 -0.01 0.01
C -13.781584 5.871921 2.709728 0.13 0.26 -0.03
N -12.510231 6.457584 3.088056 -0.18 -0.06 -0.05
C -12.251248 7.853154 2.775149 0.17 -0.11 0.11
C -11.557860 5.751565 3.720383 0.04 -0.11 0.11
O -10.475082 6.192903 4.058007 -0.33 0.35 0.13
H -13.908554 5.933321 1.627224 -0.10 -0.06 0.01
H -14.596114 6.412396 3.196111 -0.08 -0.08 -0.05
H -13.821485 4.827469 3.010748 0.05 0.00 0.02
H -11.372075 7.929775 2.134797 -0.01 0.09 0.01
H -12.054893 8.406262 3.694154 0.02 0.07 -0.05
H -13.110500 8.283380 2.267314 -0.04 -0.06 0.00
H -11.848602 4.704836 3.911915 -0.02 0.00 -0.02
C 3.008790 -1.678667 6.404257 0.01 -0.18 -0.17
N 2.395727 -1.916334 5.113079 -0.02 0.06 0.07
C 2.618743 -3.197650 4.452474 -0.32 0.28 -0.08
C 1.629701 -0.994251 4.510621 -0.02 0.07 0.13
O 1.080715 -1.134601 3.430363 -0.11 -0.06 -0.10
H 4.094141 -1.755286 6.315900 0.01 0.01 0.11
H 2.656154 -2.421826 7.122034 0.07 0.05 0.08
H 2.752624 -0.685750 6.768810 -0.03 0.01 -0.04
H 3.093371 -3.032142 3.488116 0.04 -0.11 0.00
H 1.658400 -3.688733 4.286179 0.05 -0.07 -0.05
H 3.252214 -3.832487 5.061121 0.06 0.06 0.00
H 1.528799 -0.065452 5.098029 0.01 0.00 0.00
C 8.313160 -5.926544 -3.122481 -0.03 -0.27 0.06
N 8.689498 -6.841109 -2.062996 -0.05 0.11 -0.18
C 8.347396 -8.249023 -2.185748 0.11 0.05 0.30
C 9.346705 -6.430073 -0.964427 0.05 0.19 0.11
O 9.685833 -7.153604 -0.046461 0.00 -0.15 -0.04
H 7.228149 -5.930499 -3.245434 0.01 0.08 -0.09
H 8.779480 -6.235581 -4.060427 -0.05 0.10 -0.06
H 8.637394 -4.916123 -2.882861 0.02 -0.01 0.05
H 7.714671 -8.544875 -1.348130 -0.01 -0.15 -0.07
H 9.260515 -8.846072 -2.157195 -0.07 -0.09 -0.01
H 7.821894 -8.429529 -3.120024 0.00 0.10 -0.02
H 9.557002 -5.347087 -0.963859 -0.03 0.00 -0.01
C 7.743650 -13.512618 -2.661783 0.10 0.09 0.27
N 7.397713 -12.563628 -1.622288 0.07 -0.10 -0.11
C 8.242141 -12.463997 -0.442371 -0.19 0.15 -0.01
C 6.316366 -11.766408 -1.710071 -0.18 0.06 -0.13
O 5.978092 -10.953659 -0.873178 0.11 0.04 0.08
H 7.751779 -14.524220 -2.250920 0.03 -0.05 -0.11
H 8.734262 -13.281175 -3.058845 -0.01 -0.09 -0.08
H 7.019131 -13.466963 -3.472023 -0.03 0.04 0.02
H 7.655638 -12.685202 0.449738 0.07 0.02 0.05
H 8.632449 -11.449547 -0.352076 0.04 -0.03 0.09
H 9.068088 -13.166455 -0.518923 -0.02 -0.02 -0.06
H 5.741142 -11.916012 -2.640514 0.04 -0.05 -0.02
```
Forces are in eV/Å.

For the HOMO-LUMO gap, the calculation gives 8.596 eV. Its LUMO energy is 0.55 eV. As for the HOMO energy: -0.2958 Ha. The calculation puts the total energy at -175205.5231 eV.